1.
{
  "formula": "C35H31NO5S2",
  "method": "ωB97M-V/def2-TZVPD",
  "species": ["C", "O", "C", "S", "C", "C", "C", "C", "C", "C", "O", "O", "S", "C", "C", "C", "C", "C", "C", "O", "O", "H", "H", "H", "H", "H", "H", "H", "H", "H", "H", "H", "H", "H", "C", "N", "C", "C", "C", "C", "C", "C", "C", "C", "C", "C", "C", "C", "C", "C", "C", "C", "C", "C", "C", "C", "H", "H", "H", "H", "H", "H", "H", "H", "H", "H", "H", "H", "H", "H", "H", "H", "H", "H"],
  "positions_angstrom": [[-2.006, 0.301, -2.955], [-0.999, -0.637, -2.352], [-0.695, -0.843, -1.075], [-1.295, -2.614, -0.471], [-3.052, -3.077, -0.677], [-3.732, -3.766, 0.329], [-5.067, -4.126, 0.118], [-5.680, -3.852, -1.110], [-4.927, -3.312, -2.157], [-3.583, -3.001, -1.960], [-0.662, -3.477, -1.466], [-0.962, -2.751, 0.934], [1.149, -0.970, -0.905], [1.975, -2.429, -1.478], [2.214, -3.433, -0.541], [2.963, -4.544, -0.909], [3.498, -4.622, -2.202], [3.335, -3.555, -3.096], [2.592, -2.434, -2.725], [1.736, 0.123, -1.657], [1.364, -1.091, 0.524], [-2.641, -0.319, -3.595], [-2.573, 0.797, -2.170], [-1.432, 1.016, -3.556], [-3.210, -4.035, 1.247], [-5.629, -4.620, 0.911], [-6.737, -4.071, -1.265], [-5.367, -3.139, -3.137], [-2.946, -2.726, -2.799], [1.827, -3.338, 0.471], [3.102, -5.341, -0.175], [4.041, -5.519, -2.511], [3.779, -3.592, -4.092], [2.472, -1.573, -3.378], [4.825, 0.762, 4.361], [4.303, 1.875, 3.595], [5.167, 3.044, 3.544], [3.178, 1.788, 2.824], [2.185, 0.788, 3.035], [1.087, 0.706, 2.204], [0.895, 1.596, 1.129], [-0.297, 1.512, 0.306], [-0.366, 2.320, -0.905], [-1.670, 2.896, -1.008], [-1.976, 3.865, -1.962], [-0.983, 4.237, -2.877], [0.281, 3.623, -2.823], [0.598, 2.692, -1.829], [-2.460, 2.407, 0.113], [-1.630, 1.550, 0.918], [-2.156, 1.095, 2.125], [-3.426, 1.532, 2.527], [-4.205, 2.395, 1.738], [-3.722, 2.832, 0.503], [1.863, 2.622, 0.966], [2.952, 2.748, 1.804], [4.118, -0.073, 4.384], [5.771, 0.401, 3.922], [5.033, 1.074, 5.395], [4.572, 3.970, 3.552], [5.821, 3.048, 4.428], [5.782, 3.054, 2.628], [2.235, 0.104, 3.883], [0.361, -0.076, 2.376], [-2.989, 4.279, -1.970], [-1.205, 4.942, -3.684], [1.049, 3.863, -3.557], [1.587, 2.257, -1.782], [-1.581, 0.428, 2.759], [-3.805, 1.225, 3.500], [-5.177, 2.742, 2.078], [-4.267, 3.506, -0.158], [1.771, 3.346, 0.162], [3.629, 3.598, 1.673]],
  "lowdin_charge": [0.02, -0.22, -0.32, 0.75, -0.25, -0.05, -0.08, -0.08, -0.08, -0.07, -0.32, -0.34, 0.73, -0.29, -0.07, -0.07, -0.08, -0.08, -0.05, -0.31, -0.34, 0.08, 0.08, 0.09, 0.11, 0.11, 0.10, 0.10, 0.11, 0.11, 0.11, 0.10, 0.10, 0.11, -0.05, -0.19, -0.07, -0.20, 0.01, -0.04, -0.16, -0.01, -0.15, -0.14, -0.02, -0.07, -0.06, -0.04, -0.12, -0.09, 0.00, -0.07, -0.07, -0.02, 0.01, -0.01, 0.07, 0.10, 0.09, 0.09, 0.09, 0.10, 0.11, 0.11, 0.11, 0.10, 0.11, 0.10, 0.11, 0.10, 0.10, 0.11, 0.11, 0.10],
  "homo_energy_ev": -7.06,
  "e_above_lowest_kcal_mol": 0.5
}

2.
{
  "formula": "C5H6O2",
  "method": "ωB97M-V/def2-TZVPD",
  "species": ["C", "C", "C", "C", "C", "O", "O", "H", "H", "H", "H", "H", "H"],
  "positions_angstrom": [[1.484, -0.685, -0.971], [0.501, -0.318, 0.103], [-1.847, 0.054, -0.273], [-0.616, 0.550, -0.433], [0.257, 1.623, 2.424], [-0.370, 1.052, 3.189], [0.522, -0.887, 1.179], [1.810, -1.704, -0.741], [2.337, 0.000, -0.930], [0.985, -0.633, -1.950], [-1.964, -0.813, 0.382], [-2.684, 0.325, -0.913], [-0.414, 1.436, -1.064]],
  "nbo_charge": [-0.72, 0.56, -0.33, -0.32, 0.50, -0.50, -0.55, 0.24, 0.24, 0.22, 0.21, 0.21, 0.22],
  "homo_energy_ev": -9.84,
  "e_above_lowest_kcal_mol": 32.4
}

3.
{
  "formula": "C5H7N3O2S",
  "method": "ωB97M-V/def2-TZVPD",
  "species": ["C", "C", "C", "C", "C", "N", "N", "N", "O", "O", "S", "H", "H", "H", "H", "H", "H", "H"],
  "positions_angstrom": [[2.296, 0.291, -0.014], [0.489, -1.328, 0.071], [-1.561, 0.098, 0.311], [1.167, 1.199, 0.377], [-2.546, -0.962, -0.151], [1.900, -1.031, -0.058], [-0.204, -0.230, 0.336], [0.829, 2.287, -0.348], [3.440, 0.707, -0.234], [-1.914, 1.240, 0.416], [-0.058, -2.861, -0.133], [1.122, 1.301, 1.502], [-3.173, -0.395, -0.812], [-2.928, -1.218, 0.854], [-2.052, -1.790, -0.594], [2.475, -1.857, -0.186], [0.761, 1.921, -1.292], [-0.044, 2.628, -0.046]],
  "nbo_charge": [0.60, 0.26, 0.71, 0.15, -0.72, -0.62, -0.57, -0.73, -0.54, -0.61, -0.16, 0.24, 0.24, 0.24, 0.25, 0.45, 0.38, 0.42],
  "homo_energy_ev": -8.91,
  "e_above_lowest_kcal_mol": 33.1
}